a.
Computed, not measured: a 3-piece molecular cluster, C3H8O overall, with wB97M-V/def2-TZVPD.

## Properties
Highest occupied orbital energy: -10.1 eV
Frontier orbital gap: 10.98 eV
Spin multiplicity: 1
SMILES: [H][H].C=C.C=O

Last columns: bonded neighbours and bond lengths (Å).
Element x y z (Å)
1 C 0.9312 1.0731 1.0274  C2 1.329, H5 1.088, H7 1.088
2 C 1.5441 0.6328 -0.0668  C1 1.329, H8 1.087, H9 1.088
3 O -0.0380 -2.1562 -0.1107  C4 1.204
4 C -0.9264 -1.6753 -0.7661  O3 1.204, H11 1.107, H12 1.107
5 H 0.7544 2.1319 1.2030  C1 1.088
6 H -1.4940 0.8621 0.1179  H10 0.746
7 H 0.5821 0.3852 1.7945  C1 1.088
8 H 1.7012 -0.4304 -0.2301  C2 1.087
9 H 1.8971 1.3147 -0.8370  C2 1.088
10 H -2.2254 0.7424 0.0359  H6 0.746
11 H -0.7393 -0.9306 -1.5641  C4 1.107
12 H -1.9870 -1.9497 -0.6040  C4 1.107

=====

b.
Computed, not measured: a 2-piece molecular cluster, C3H8O overall, with wB97M-V/def2-TZVPD.

## Properties
Highest occupied orbital energy: -8.5 eV
Frontier orbital gap: 9.15 eV
Spin multiplicity: 1

Last columns: bonded neighbours and bond lengths (Å).
Element x y z (Å)
1 C -0.6268 0.7533 -0.6754  C3 1.573, H5 1.101, H6 1.090, H7 1.100
2 C 1.3366 -0.7564 -0.8901  O4 1.310, H8 1.124
3 C -0.6755 0.0632 0.7375  C1 1.573, H9 1.091, H10 1.104, H11 1.091
4 O 2.0746 -0.3452 0.1115  C2 1.310, H12 0.982
5 H -0.7583 0.1544 -1.5897  C1 1.101
6 H -1.5156 1.3799 -0.6069  C1 1.090
7 H 0.2113 1.4313 -0.8926  C1 1.100
8 H 0.6342 -1.5496 -0.5152  C2 1.124
9 H -1.6698 -0.3729 0.8478  C3 1.091
10 H 0.0015 -0.7260 1.1095  C3 1.104
11 H -0.5657 0.8731 1.4607  C3 1.091
12 H 1.9161 -0.7694 0.9825  O4 0.982

=====

c.
Computed, not measured: a 2-piece molecular cluster, C3H8O overall, with wB97M-V/def2-TZVPD.

## Properties
Highest occupied orbital energy: -9.8 eV
Frontier orbital gap: 10.73 eV
Spin multiplicity: 1
SMILES: [H][H].CCC=O

Last columns: bonded neighbours and bond lengths (Å).
Element x y z (Å)
1 C 0.5286 1.3221 -0.4695  C2 1.524, H5 1.094, H6 1.102, H7 1.093
2 C -0.0951 -0.0682 -0.4787  C1 1.524, C3 1.461, H9 1.094, H11 1.205
3 C 0.2803 -1.1542 0.4231  C2 1.461, O4 1.216, H10 1.105
4 O -0.3925 -2.1510 0.6024  C3 1.216
5 H 1.4952 1.3177 0.0418  C1 1.094
6 H -0.0858 2.1056 0.0027  C1 1.102
7 H 0.6740 1.6332 -1.5070  C1 1.093
8 H -1.6032 -0.1299 1.2238  H12 0.750
9 H -1.1114 -0.1014 -0.8826  C2 1.094
10 H 1.2922 -1.0071 0.8421  C3 1.105
11 H 0.5669 -0.8894 -1.0618  C2 1.205
12 H -1.5494 -0.8773 1.2637  H8 0.750

=====

d.
Computed, not measured: one molecule with the formula C3H8O, with wB97M-V/def2-TZVPD.

## Properties
Highest occupied orbital energy: -9.9 eV
Frontier orbital gap: 11.07 eV
Spin multiplicity: 1
SMILES: CCOC

Last columns: bonded neighbours and bond lengths (Å).
Element x y z (Å)
1 C 1.5131 0.2912 -0.1871  C2 1.525, H4 1.081, H5 1.064, H6 1.103
2 C 0.4075 -0.7032 0.1521  C1 1.525, H7 1.165, H8 1.090, O12 1.406
3 C -1.6518 0.2610 0.0193  H9 1.098, H10 1.151, H11 1.117, O12 1.420
4 H 2.4932 0.0294 0.1875  C1 1.081
5 H 1.6216 0.3076 -1.2451  C1 1.064
6 H 1.2753 1.3413 0.0536  C1 1.103
7 H 0.0912 -0.7559 1.2723  C2 1.165
8 H 0.7463 -1.7196 -0.0489  C2 1.090
9 H -1.2276 1.2737 0.0325  C3 1.098
10 H -2.5906 0.4248 -0.6265  C3 1.151
11 H -1.9255 -0.1309 1.0285  C3 1.117
12 O -0.7529 -0.6194 -0.6381  C2 1.406, C3 1.420

=====

Which one sits at the top of the stability order? d does.

=====

a.
Computed, not measured: one molecule with the formula C3H8O, with wB97M-V/def2-TZVPD.

## Properties
Highest occupied orbital energy: -9.8 eV
Frontier orbital gap: 10.98 eV
Spin multiplicity: 1
SMILES: CCOC

Last columns: bonded neighbours and bond lengths (Å).
Element x y z (Å)
1 C -1.7810 0.1740 0.0033  C2 1.521, H5 1.093, H6 1.094, H7 1.093
2 C -0.3752 -0.3166 -0.3061  C1 1.521, O3 1.411, H8 1.103, H9 1.102
3 O 0.5499 0.6933 0.0317  C2 1.411, C4 1.403
4 C 1.8432 0.1863 0.2251  O3 1.403, H10 1.103, H11 1.102, H12 1.093
5 H -2.1912 0.7909 -0.8002  C1 1.093
6 H -2.4567 -0.6703 0.1689  C1 1.094
7 H -1.7539 0.7750 0.9164  C1 1.093
8 H -0.2716 -0.5840 -1.3713  C2 1.103
9 H -0.1578 -1.2264 0.2767  C2 1.102
10 H 1.8676 -0.5303 1.0626  C4 1.103
11 H 2.2315 -0.3219 -0.6719  C4 1.102
12 H 2.4950 1.0300 0.4649  C4 1.093

=====

b.
Computed, not measured: one molecule with the formula C3H8O, with wB97M-V/def2-TZVPD.

## Properties
Highest occupied orbital energy: -10.2 eV
Frontier orbital gap: 11.18 eV
Spin multiplicity: 1
SMILES: CCCO

Last columns: bonded neighbours and bond lengths (Å).
Element x y z (Å)
1 C 1.2772 0.8496 0.3052  C2 1.554, H5 1.102, H6 1.089, H7 1.104
2 C -0.2391 0.5204 0.2224  C1 1.554, C3 1.521, H8 1.122, H9 1.095
3 C -0.4295 -0.8780 -0.3458  C2 1.521, O4 1.420, H10 1.103, H11 1.111
4 O -1.7013 -1.3488 0.0762  C3 1.420, H12 0.957
5 H 1.9124 0.0237 0.6634  C1 1.102
6 H 1.4763 1.7113 0.9406  C1 1.089
7 H 1.7018 1.0970 -0.6835  C1 1.104
8 H -0.9401 0.6319 1.0914  C2 1.122
9 H -0.6865 1.2057 -0.5044  C2 1.095
10 H 0.2602 -1.6255 0.0802  C3 1.103
11 H -0.1231 -0.7823 -1.4097  C3 1.111
12 H -2.5083 -1.4050 -0.4359  O4 0.957

=====

Which one sits at the top of the stability order? a does.

=====

a.
Computed, not measured: an isolated ion of composition C5H9N2O2 and charge +1, with wB97M-V/def2-TZVPD.

## Properties
Highest occupied orbital energy: -15.3 eV
Frontier orbital gap: 7.65 eV
Spin multiplicity: 1
Charge: +1
SMILES: CC1(C)C[N+](=O)C(=O)N1

Last columns: bonded neighbours and bond lengths (Å).
Element x y z (Å)
1 C 1.8967 -0.6823 -0.0009  N6 1.333, N7 1.511, O8 1.168
2 C 0.4404 1.1105 0.0554  C3 1.511, N7 1.461, H10 1.136, H11 1.131
3 C -0.4002 -0.1421 0.1450  C2 1.511, C4 1.584, C5 1.524, N6 1.455
4 C -1.0731 -0.1589 -1.2889  C3 1.584, H12 1.098, H13 1.106, H14 1.126
5 C -1.4071 -0.2006 1.2877  C3 1.524, H15 1.073, H16 1.124, H17 1.147
6 N 0.6603 -1.1372 0.2021  C1 1.333, C3 1.455, H18 1.042
7 N 1.8699 0.8275 -0.0512  C1 1.511, C2 1.461, O9 1.188
8 O 2.8908 -1.2940 -0.0497  C1 1.168
9 O 2.8343 1.5198 -0.0901  N7 1.188
10 H 0.3791 1.5897 -0.9723  C2 1.136
11 H 0.2039 1.7462 0.9610  C2 1.131
12 H -0.2967 -0.3352 -2.0449  C4 1.098
13 H -1.4840 0.8289 -1.5677  C4 1.106
14 H -1.8788 -0.9392 -1.1841  C4 1.126
15 H -1.1040 -0.7067 2.1845  C5 1.073
16 H -2.3094 -0.7276 0.8747  C5 1.124
17 H -1.7822 0.8642 1.4897  C5 1.147
18 H 0.5601 -2.1632 0.0498  N6 1.042

=====

b.
Computed, not measured: a 2-piece molecular cluster, C5H9N2O2 overall, with wB97M-V/def2-TZVPD.

## Properties
Highest occupied orbital energy: -13.9 eV
Frontier orbital gap: 8.86 eV
Spin multiplicity: 1
Charge: +1

Last columns: bonded neighbours and bond lengths (Å).
Element x y z (Å)
1 C -1.5968 1.5547 -0.2528  C3 1.528, N6 1.282, H10 1.134
2 C -0.9821 -0.9910 0.7826  C4 1.577, C5 1.514, O8 1.229
3 C -2.5190 0.3619 -0.5006  C1 1.528, C4 1.564, H11 1.136, H12 1.160
4 C -2.4566 -0.4346 0.8438  C2 1.577, C3 1.564, H13 1.089, H14 1.068
5 C -0.0085 -0.0420 0.1174  C2 1.514, N6 1.361, O9 1.250
6 N -0.3663 1.2614 -0.0422  C1 1.282, C5 1.361
7 N 1.5537 -3.0484 -0.4021  H15 1.122, H16 1.090, H17 1.016, H18 1.004
8 O -0.5987 -2.0933 1.1662  C2 1.229
9 O 1.0365 -0.6133 -0.2632  C5 1.250
10 H -1.7680 2.6603 -0.0685  C1 1.134
11 H -3.5785 0.7021 -0.7316  C3 1.136
12 H -2.1348 -0.1304 -1.4776  C3 1.160
13 H -3.1021 -1.3095 0.7749  C4 1.089
14 H -2.6948 0.2168 1.6564  C4 1.068
15 H 1.3471 -1.9977 -0.0680  N7 1.122
16 H 2.5789 -3.3978 -0.5237  N7 1.090
17 H 1.2733 -3.8265 0.1872  N7 1.016
18 H 1.0366 -3.1187 -1.2597  N7 1.004

=====

Which one sits at the top of the stability order? b does.